{
  "formula": "C32H61BBr2Cl2N3O7",
  "method": "ωB97M-V/def2-TZVPD",
  "max_force_ev_per_a": 5.6,
  "homo_lumo_gap_ev": 8.28,
  "charge": -1,
  "e_tot_ha": -8040.09011,
  "symbols": ["Br", "Br", "Cl", "Cl", "O", "O", "O", "O", "O", "O", "O", "N", "N", "N", "C", "C", "C", "C", "C", "C", "C", "C", "C", "C", "C", "C", "C", "C", "C", "C", "C", "C", "C", "C", "C", "C", "C", "C", "C", "C", "C", "C", "C", "C", "C", "C", "B", "H", "H", "H", "H", "H", "H", "H", "H", "H", "H", "H", "H", "H", "H", "H", "H", "H", "H", "H", "H", "H", "H", "H", "H", "H", "H", "H", "H", "H", "H", "H", "H", "H", "H", "H", "H", "H", "H", "H", "H", "H", "H", "H", "H", "H", "H", "H", "H", "H", "H", "H", "H", "H", "H", "H", "H", "H", "H", "H", "H", "H"],
  "coordinates": [[4.244, -5.944, 0.418], [4.044, -3.156, 1.889], [1.078, -4.968, -0.802], [1.071, -5.058, 2.013], [3.548, -2.042, -2.183], [-0.514, -3.253, -4.579], [-0.021, -2.778, -6.854], [-1.666, 0.045, -3.353], [1.285, -2.267, -2.207], [2.508, -1.203, -4.192], [-2.027, -1.461, -1.624], [-3.839, -0.466, 4.822], [-1.810, 5.595, -0.256], [4.999, -1.231, -4.934], [-0.896, 5.299, 0.841], [-3.143, 6.052, 0.120], [4.353, -4.402, -0.889], [-2.479, 3.260, -1.051], [-3.276, 0.575, 3.967], [1.886, -3.542, -5.518], [0.634, -3.332, 1.474], [-0.916, -3.140, 1.944], [0.171, 0.054, -1.655], [0.735, -3.285, -0.156], [2.361, -3.667, -3.989], [0.643, -0.799, -0.382], [5.301, 1.689, -2.822], [4.635, 1.809, -1.340], [4.023, 3.297, -1.100], [0.341, -3.136, -5.700], [3.403, 0.730, -1.304], [-1.819, 4.610, -1.334], [1.579, -2.085, -0.780], [3.767, -0.493, -0.342], [-1.235, -0.455, -2.285], [-4.737, 0.055, 5.847], [-5.623, -1.610, 3.390], [-3.144, 7.270, 1.037], [-5.113, -0.965, 6.916], [-4.233, 1.366, 3.079], [-1.329, 4.240, 1.852], [4.195, -2.975, -0.118], [3.176, -1.938, -0.767], [3.871, -1.027, -4.544], [5.847, -4.533, -1.530], [-4.286, -1.670, 4.128], [2.421, -2.261, -3.143], [-1.117, -3.619, 2.972], [0.082, 5.019, 0.435], [1.589, -4.345, -3.463], [5.259, -2.533, -0.233], [6.062, -5.592, -1.899], [-1.660, -3.546, 1.169], [-4.558, 0.782, 2.217], [-6.402, -1.111, 3.971], [-2.715, 7.045, 2.016], [-2.326, 5.058, -2.196], [-2.374, 4.347, 2.151], [-2.587, 8.100, 0.594], [-1.850, 2.629, -0.422], [-2.631, 2.720, -1.990], [-5.530, -1.104, 2.428], [-1.294, -2.656, -4.702], [-0.303, -1.091, 0.190], [5.419, 1.602, -0.537], [-2.750, 1.289, 4.612], [-3.723, 2.251, 2.687], [2.921, 3.349, -1.439], [-0.081, 1.113, -1.252], [5.826, -3.814, -2.440], [4.677, 4.076, -1.629], [-0.356, -3.109, -0.506], [2.589, -2.893, -6.165], [0.969, 0.223, -2.452], [-5.974, -2.625, 3.181], [1.976, -4.605, -5.975], [1.230, -2.528, 2.017], [3.642, -4.545, -1.763], [-5.713, -0.482, 7.693], [-4.339, -2.486, 4.858], [-3.727, 5.253, 0.597], [-2.934, -1.450, -2.003], [3.282, -0.258, 0.688], [-4.172, 7.606, 1.203], [-2.492, 0.141, 3.338], [-4.223, -1.385, 7.392], [-5.710, -1.784, 6.509], [5.773, 0.634, -2.850], [4.475, 1.677, -3.625], [3.187, 0.478, -2.390], [3.373, -4.229, -3.941], [-3.510, -1.993, 3.425], [-5.116, 1.715, 3.619], [-4.241, 0.886, 6.360], [-0.699, 6.229, 1.386], [4.105, 3.483, 0.040], [-0.793, 4.436, -1.677], [-1.180, 3.231, 1.464], [4.889, -0.454, -0.165], [-1.145, -2.010, 2.042], [-0.722, 4.325, 2.758], [1.189, -0.061, 0.322], [-5.660, 0.461, 5.410], [-3.457, 3.365, -0.576], [6.072, 2.519, -2.972], [-3.686, 6.337, -0.789], [2.493, 1.268, -0.862], [6.662, -4.143, -0.834]],
  "atomic_forces_ev_per_a": [[-0.106, 0.257, -1.147], [0.037, 0.755, -0.948], [-0.065, 1.371, -0.541], [-0.098, 1.603, 0.911], [-0.061, -0.447, 1.261], [1.120, 0.877, -1.923], [0.339, -0.992, 4.312], [1.251, -1.676, 3.674], [-0.155, 0.799, 1.064], [4.591, 2.618, -1.260], [1.501, 1.916, -0.489], [0.240, 0.044, -0.102], [0.183, 0.029, -0.279], [-5.048, 1.584, 1.762], [0.019, 0.342, 0.162], [0.135, 0.046, 0.118], [1.582, -0.055, -0.275], [0.015, -0.273, -0.130], [0.195, 0.100, 0.200], [0.016, -1.332, 0.636], [-1.868, -0.362, -0.013], [0.047, 0.603, -0.037], [-1.166, 0.025, 1.098], [-1.021, 0.053, 0.934], [-0.201, -1.474, -0.344], [0.695, 1.237, 0.488], [-0.274, -0.845, 1.266], [-1.175, 0.506, -1.417], [0.742, -0.715, 0.602], [0.394, 0.770, -2.813], [0.693, 0.796, 0.813], [-0.110, 0.104, -0.195], [-2.159, -0.118, -2.184], [-1.650, 0.670, 0.970], [-0.872, 0.806, -2.812], [0.001, -0.172, -0.010], [-0.140, -0.077, -0.244], [0.060, -0.011, 0.086], [-0.036, -0.092, -0.035], [-0.047, 0.124, -0.277], [0.119, -0.260, 0.211], [1.067, -0.743, -0.701], [2.230, 0.971, -1.740], [0.119, -2.706, -0.822], [-0.879, 1.159, -0.623], [0.003, -0.234, 0.266], [0.284, -1.877, 1.844], [0.453, 0.697, -1.674], [-0.204, -0.012, -0.201], [1.286, 0.908, -0.825], [-2.077, -0.445, 0.225], [-0.352, 1.494, 0.677], [1.226, 0.354, 1.150], [-0.072, 0.044, 0.061], [0.062, 0.000, -0.004], [-0.002, 0.043, -0.063], [-0.041, 0.100, 0.141], [0.033, 0.021, -0.049], [0.023, -0.113, 0.027], [-0.112, 0.017, 0.033], [0.037, 0.028, 0.048], [-0.092, 0.048, 0.089], [0.849, -0.680, -0.294], [1.398, 0.141, -0.869], [-1.058, 0.191, -1.082], [-0.090, -0.095, 0.108], [-0.008, -0.052, 0.026], [1.841, 0.081, 0.454], [0.172, -1.624, -0.668], [0.117, -1.161, 1.349], [-1.116, -0.992, 0.710], [2.109, -0.157, 0.339], [-1.618, -0.736, 1.079], [-1.459, -0.706, 0.920], [0.028, 0.042, 0.022], [-0.383, 1.644, 0.538], [-0.307, -1.506, -0.862], [0.529, 0.143, 1.683], [0.041, -0.005, -0.084], [-0.002, 0.153, 0.053], [-0.140, -0.003, 0.031], [0.960, 0.232, -0.135], [0.991, -0.255, -1.441], [0.065, -0.060, -0.028], [-0.124, -0.158, 0.076], [-0.043, 0.010, -0.113], [0.063, 0.027, 0.041], [-0.491, 1.804, -0.261], [1.359, 0.354, 1.193], [0.185, -0.118, 1.564], [-1.452, 0.821, -0.342], [0.045, 0.262, 0.092], [0.034, -0.053, -0.004], [0.088, 0.003, -0.269], [-0.140, -0.004, -0.078], [-0.460, -0.033, -1.822], [-0.005, 0.089, 0.199], [-0.128, 0.037, 0.061], [-1.406, -0.699, -0.433], [0.403, -1.682, -0.155], [-0.026, 0.007, -0.038], [-0.703, -1.254, -1.064], [-0.103, 0.079, 0.060], [0.060, 0.019, 0.020], [-1.024, -1.242, -0.025], [0.175, -0.220, -0.067], [1.197, -0.738, -0.734], [-1.142, -0.793, -0.703]]
}

=====

{
  "formula": "C26H29BN12O2PbS",
  "method": "ωB97M-V/def2-TZVPD",
  "spin_multiplicity": 2,
  "max_force_ev_per_a": 0.8,
  "homo_lumo_gap_ev": [7.30, 5.50],
  "charge": 3,
  "s_squared": 0.76,
  "e_tot_ha": -2430.75335,
  "symbols": ["Pb", "S", "O", "O", "N", "N", "N", "N", "N", "N", "N", "N", "N", "N", "N", "N", "C", "C", "C", "C", "C", "C", "C", "C", "C", "C", "C", "C", "C", "C", "C", "C", "C", "C", "C", "C", "C", "C", "C", "C", "C", "C", "B", "H", "H", "H", "H", "H", "H", "H", "H", "H", "H", "H", "H", "H", "H", "H", "H", "H", "H", "H", "H", "H", "H", "H", "H", "H", "H", "H", "H", "H"],
  "coordinates": [[-0.693, -0.358, 0.306], [2.487, 1.028, -1.808], [2.045, 2.379, -1.707], [2.178, 0.097, -0.757], [8.007, 1.267, -3.500], [2.551, 0.319, -3.258], [-0.770, -2.634, 4.733], [-2.137, -1.623, 2.929], [0.075, 0.298, 2.401], [1.805, -0.345, -5.339], [0.127, -2.675, 2.411], [-2.414, -1.153, 1.684], [1.687, 1.956, -4.731], [0.169, -2.379, 1.085], [-0.010, -0.433, 3.554], [-0.351, -2.240, 5.874], [6.735, 1.110, -3.267], [0.924, -3.739, 2.637], [0.856, 2.529, 1.671], [0.906, 1.517, 4.069], [1.142, 2.234, -5.919], [0.625, 1.478, 2.706], [-1.293, -4.324, 6.113], [-4.336, -1.383, 2.789], [-3.297, -1.752, 3.608], [4.946, -0.304, -2.478], [6.252, -0.139, -2.706], [-4.377, -0.493, 0.337], [-0.653, -3.267, 6.793], [0.919, 1.248, -6.867], [1.282, -0.047, -6.531], [-3.737, -1.004, 1.585], [-0.296, -3.100, 8.198], [1.159, -3.285, -0.992], [0.953, -3.277, 0.485], [1.460, -4.159, 1.443], [0.491, 0.302, 4.565], [5.808, 2.179, -3.574], [-1.365, -3.925, 4.822], [1.963, 0.682, -4.533], [3.980, 0.773, -2.752], [4.499, 2.019, -3.353], [-0.682, -1.807, 3.403], [0.406, -3.902, -1.483], [0.488, 1.479, -7.830], [-3.322, -2.086, 4.632], [1.150, -0.872, -7.219], [1.164, 3.458, 2.145], [-5.460, -0.542, 0.423], [2.132, -3.706, -1.232], [8.679, 0.536, -3.302], [-0.792, -2.207, 8.597], [8.372, 2.125, -3.894], [1.347, 2.326, 4.625], [-5.386, -1.381, 3.025], [-0.563, -3.967, 8.795], [3.786, 2.798, -3.586], [-4.112, 0.550, 0.154], [-1.648, -5.247, 6.537], [2.116, -4.996, 1.283], [0.896, 3.272, -6.107], [0.516, -0.080, 5.569], [6.196, 3.104, -3.983], [-1.773, -4.398, 3.943], [-4.088, -1.089, -0.530], [6.965, -0.927, -2.497], [1.640, 2.233, 0.973], [1.115, -2.280, -1.412], [4.553, -1.232, -2.085], [0.778, -2.900, 8.284], [1.069, -4.136, 3.629], [-0.052, 2.746, 1.104]],
  "atomic_forces_ev_per_a": [[-0.026, -0.059, 0.069], [-0.085, -0.090, -0.523], [0.034, -0.160, 0.126], [0.087, 0.040, 0.045], [-0.027, -0.011, 0.014], [0.399, 0.032, 0.635], [0.000, -0.020, 0.007], [-0.026, -0.054, -0.006], [0.027, 0.069, 0.029], [0.015, 0.058, 0.015], [0.028, 0.054, 0.005], [0.019, -0.017, 0.014], [0.016, -0.131, -0.025], [-0.119, -0.033, -0.027], [0.000, -0.030, -0.060], [-0.023, -0.068, 0.046], [-0.058, 0.015, 0.031], [-0.040, -0.028, -0.001], [-0.005, -0.002, 0.053], [0.015, 0.008, 0.047], [-0.009, -0.015, -0.066], [-0.004, 0.053, -0.046], [-0.011, -0.025, 0.011], [-0.027, 0.004, 0.026], [0.032, 0.013, -0.003], [-0.343, -0.032, -0.040], [-0.005, 0.149, -0.052], [-0.007, -0.012, 0.026], [0.023, 0.050, -0.030], [0.008, 0.027, 0.033], [-0.072, 0.007, -0.031], [-0.012, 0.038, -0.069], [-0.011, -0.015, -0.015], [0.042, 0.001, 0.024], [0.064, 0.014, -0.031], [-0.021, -0.029, 0.025], [-0.033, -0.037, 0.010], [0.071, -0.071, 0.021], [0.021, 0.063, -0.021], [0.270, 0.079, 0.056], [-0.270, 0.228, -0.429], [0.053, -0.126, 0.181], [0.032, 0.051, 0.036], [-0.013, 0.009, 0.019], [0.003, 0.004, -0.003], [-0.003, -0.006, 0.005], [0.001, 0.008, -0.004], [0.006, -0.005, 0.002], [0.000, 0.000, 0.001], [0.000, 0.002, -0.007], [-0.001, -0.001, 0.004], [0.004, 0.007, 0.001], [-0.003, 0.002, -0.007], [0.000, 0.009, -0.007], [-0.006, 0.001, 0.001], [-0.001, -0.002, -0.004], [-0.034, 0.018, -0.014], [0.005, 0.004, -0.001], [0.002, -0.005, 0.009], [0.010, 0.000, -0.006], [-0.011, -0.005, -0.006], [0.008, 0.002, -0.020], [-0.003, -0.014, -0.041], [0.002, 0.002, -0.006], [0.011, -0.001, -0.002], [-0.011, -0.008, 0.001], [-0.014, -0.005, -0.003], [-0.002, 0.018, -0.011], [0.018, -0.012, -0.001], [0.003, 0.008, 0.002], [0.002, -0.003, 0.005], [0.000, -0.016, -0.014]]
}

=====

{
  "formula": "H2N2O2S",
  "method": "ωB97M-V/def2-TZVPD",
  "max_force_ev_per_a": 3.0,
  "de_lowest_ev": 0.4812,
  "homo_lumo_gap_ev": 7.82,
  "charge": 0,
  "e_tot_ha": -659.28623,
  "symbols": ["S", "O", "O", "N", "N", "H", "H"],
  "coordinates": [[0.155, 1.165, 1.211], [0.649, -1.543, -0.133], [1.266, 1.601, 0.333], [-2.049, 1.022, -0.401], [-1.160, 1.024, 0.302], [-0.182, -1.796, -0.471], [1.321, -1.472, -0.841]],
  "atomic_forces_ev_per_a": [[1.573, 0.275, 0.882], [2.147, 0.555, 0.528], [-0.110, -0.112, 0.146], [1.031, -0.210, 0.815], [-2.481, 0.165, -1.758], [-1.181, -0.538, -1.049], [-0.979, -0.135, 0.436]]
}